[1]
A cluster of 2 separate species, C22H38BN4O6S2 in total in a non-equilibrium geometry. Source: OMol25; level of theory: ωB97M-V with the def2-TZVPD basis set.

```
73
Properties=species:S:1:pos:R:3:forces:R:3
C -4.8438 3.3807 1.7856 0.3 -0.7 0.1
C -4.1402 2.7258 0.6082 0.2 0.3 0.5
C -3.5515 3.7871 -0.3056 -0.5 0.2 -0.1
O -2.2483 4.2157 0.1406 -0.2 -0.8 -0.1
C -1.3372 4.4545 -0.8499 0.4 0.6 -0.2
O -0.8217 5.5154 -0.9425 0.3 0.5 0.1
C -0.9483 3.3244 -1.7818 -0.9 -0.3 0.3
S 0.1006 2.0929 -0.9972 0.5 0.0 0.0
N -0.8512 1.7384 0.3928 -0.4 0.2 -0.1
C -0.5449 0.8083 1.2300 1.0 -0.4 0.4
N -1.2980 0.5080 2.3689 -0.1 -0.5 0.0
C -1.0111 -0.9220 2.6069 0.4 -0.7 -0.4
C 0.2734 -1.2610 1.7567 0.4 -0.1 0.3
B -0.0829 -2.5370 0.8611 0.4 -0.3 -0.8
O 0.2703 -3.7247 1.4332 -0.9 0.5 0.9
N -0.7669 -2.5427 -0.4357 0.0 0.8 0.8
C -2.2123 -2.3274 -0.3679 0.2 -0.7 -0.5
C -0.1138 -1.6887 -1.4303 -0.4 0.1 -0.2
N 0.5633 0.0173 1.0777 -0.5 0.4 0.0
C 1.7975 0.7230 1.3718 0.9 0.0 -0.8
C 2.8658 0.5729 0.4915 0.0 0.0 0.1
C 4.0601 1.2479 0.7133 -0.4 -0.1 0.0
C 4.2024 2.0895 1.8084 -0.3 -0.2 -0.1
C 3.1432 2.2317 2.6975 0.1 -0.2 -0.4
C 1.9506 1.5525 2.4721 -0.2 0.2 0.3
O -5.0102 1.9292 -0.1861 0.2 0.2 -0.1
C -5.4689 0.7851 0.4009 -0.5 -0.2 0.1
O -6.6340 0.6028 0.5288 -0.6 -0.1 -0.2
C -4.4788 -0.2458 0.8613 1.0 0.4 0.5
S -4.5325 -0.2331 2.6871 -0.6 -0.2 0.4
H -5.5922 4.0944 1.4673 -0.2 0.1 0.0
H -5.2694 2.6045 2.4137 -0.3 0.0 0.1
H -4.0775 3.8560 2.3926 0.0 0.4 0.0
H -3.3596 2.0911 1.0471 0.1 -0.1 -0.1
H -3.5576 3.4611 -1.3408 0.2 -0.2 -0.1
H -4.2020 4.6543 -0.2559 0.0 0.2 -0.1
H -0.3456 3.7428 -2.5767 0.3 0.1 0.0
H -1.8323 2.8883 -2.2406 0.0 -0.3 0.0
H -1.6851 2.2992 0.5636 0.2 0.3 0.2
H -0.8709 0.9766 3.1627 -0.3 0.7 -0.1
H -1.8486 -1.5236 2.2679 -0.2 0.0 -0.1
H -0.8829 -1.1390 3.6592 0.1 0.2 0.2
H 1.1184 -1.5271 2.3849 0.1 0.2 0.3
H -0.4389 -4.3583 1.2555 0.6 -0.5 -0.5
H -2.4990 -1.2754 -0.4728 0.2 -0.1 0.0
H -2.6180 -2.7414 0.5529 -0.1 0.1 0.2
H -2.6990 -2.8866 -1.1648 -0.2 0.1 -0.2
H 0.0549 -2.1912 -2.3789 0.0 -0.2 0.0
H 0.8402 -1.3078 -1.0812 0.2 -0.1 0.0
H -0.7459 -0.8180 -1.6351 0.0 0.2 -0.1
H 2.7663 -0.0697 -0.3713 -0.1 -0.1 -0.1
H 4.8546 1.1156 -0.0019 0.2 0.0 0.0
H 5.1293 2.6202 1.9438 0.1 0.1 0.2
H 3.2413 2.8651 3.5619 0.0 0.1 0.1
H 1.1505 1.7149 3.1821 -0.1 -0.1 0.0
H -4.7185 -1.2242 0.4687 -0.3 -0.1 -0.1
H -3.4611 -0.0023 0.5707 0.0 0.1 -0.1
H -3.2260 -0.2913 2.9707 -0.3 0.1 -0.3
C 4.7986 -3.1915 -4.5906 0.0 -0.1 0.1
C 4.0612 -2.2405 -3.6648 0.1 0.0 -0.1
O 3.1981 -2.8874 -2.7444 -0.2 0.1 0.1
C 3.8157 -3.7863 -1.8391 0.1 -0.1 0.1
C 4.8440 -3.1352 -0.9291 0.0 0.1 -0.1
H 4.0949 -3.8517 -5.0983 0.0 0.0 0.0
H 5.3561 -2.6296 -5.3397 0.0 0.0 0.0
H 5.5097 -3.8170 -4.0495 0.0 0.0 0.0
H 3.4179 -1.5881 -4.2566 -0.1 0.0 0.1
H 4.7686 -1.5906 -3.1360 0.0 0.0 0.0
H 4.2567 -4.6304 -2.3787 0.0 0.0 0.0
H 3.0042 -4.1926 -1.2340 -0.1 0.0 -0.1
H 5.7114 -2.7768 -1.4851 0.0 0.0 0.0
H 5.1989 -3.8519 -0.1888 0.0 0.0 0.0
H 4.4078 -2.2796 -0.4082 0.0 0.0 0.0
```
Forces are in eV/Å.

For the HOMO-LUMO gap, the calculation gives 8.097 eV. Its total charge is +1. The value obtained for the total energy is -64015.775 eV. Its spin multiplicity is 1. The value obtained for the strongest force on any atom is 1.4 eV/Å.

Per-atom Mulliken charges, elementary charge units: atom 1 (C): -1.61, atom 2 (C): 1.64, atom 3 (C): -0.55, atom 4 (O): -0.47, atom 5 (C): 0.53, atom 6 (O): -0.49, atom 7 (C): -0.69, atom 8 (S): 0.13, atom 9 (N): 0.35, atom 10 (C): -1.47, atom 11 (N): 0.13, atom 12 (C): -0.81, atom 13 (C): -0.29, atom 14 (B): 0.17, atom 15 (O): -0.67, atom 16 (N): -0.03, atom 17 (C): -1.07, atom 18 (C): -0.55, atom 19 (N): 2.00, atom 20 (C): -0.43, atom 21 (C): -0.23, atom 22 (C): -0.77, atom 23 (C): -0.54, atom 24 (C): -1.03, atom 25 (C): 0.08, atom 26 (O): -0.33, atom 27 (C): -0.17, atom 28 (O): -0.48, atom 29 (C): 1.40, atom 30 (S): -0.19, atom 31 (H): 0.44, atom 32 (H): 0.32, atom 33 (H): 0.37, atom 34 (H): -0.86, atom 35 (H): 0.38, atom 36 (H): 0.43, atom 37 (H): 0.46, atom 38 (H): 0.31, atom 39 (H): 0.54, atom 40 (H): 0.27, atom 41 (H): 0.35, atom 42 (H): 0.30, atom 43 (H): 0.45, atom 44 (H): 0.35, atom 45 (H): 0.20, atom 46 (H): 0.36, atom 47 (H): 0.41, atom 48 (H): 0.37, atom 49 (H): -0.04, atom 50 (H): 0.22, atom 51 (H): 0.57, atom 52 (H): 0.49, atom 53 (H): 0.43, atom 54 (H): 0.44, atom 55 (H): 0.33, atom 56 (H): 0.61, atom 57 (H): -1.21, atom 58 (H): 0.15, atom 59 (C): -1.17, atom 60 (C): -0.22, atom 61 (O): -0.40, atom 62 (C): -0.36, atom 63 (C): -0.85, atom 64 (H): 0.30, atom 65 (H): 0.41, atom 66 (H): 0.28, atom 67 (H): 0.35, atom 68 (H): 0.24, atom 69 (H): 0.33, atom 70 (H): 0.35, atom 71 (H): 0.32, atom 72 (H): 0.41, atom 73 (H): 0.02

---

[2]
The ion C8H12N5O2 with charge +1 in a non-equilibrium geometry. Source: OMol25; level of theory: ωB97M-V with the def2-TZVPD basis set.

```
27
Properties=species:S:1:pos:R:3:forces:R:3
C -3.4239 1.1615 0.6652 -2.8 2.5 -0.6
C -2.1891 0.7004 0.1788 4.5 -1.0 -1.6
N -1.0756 1.2053 0.6783 -1.5 1.6 -0.2
C -0.0044 0.6866 0.0753 -0.3 -2.9 -2.1
C 1.3266 1.1991 -0.2224 0.3 1.9 1.8
O 1.5116 2.3703 -0.3536 0.8 -0.1 -0.7
N 2.3104 0.1897 -0.0578 -2.4 1.5 -0.6
C 3.6930 0.5893 -0.0154 -0.1 -0.5 0.1
C 1.7064 -0.9339 0.3293 0.0 -3.6 -0.1
O 2.1153 -2.0301 0.6056 0.1 1.4 0.0
N 0.1615 -0.7735 0.3146 1.4 0.6 -0.9
C -0.5467 -1.4111 1.4055 1.1 1.0 2.6
C -0.4743 -0.4603 -1.0491 -2.0 2.9 2.5
N 0.0465 -0.8773 -2.2173 1.4 0.0 -2.9
N -1.9144 -0.2528 -0.7980 0.7 -0.3 0.0
H -3.1461 2.1671 1.0455 -0.7 -0.5 -0.1
H -3.7871 0.5869 1.4612 -0.4 -1.0 1.4
H -4.3179 1.2408 -0.0219 1.3 -0.1 0.3
H 4.1766 -0.1503 0.5560 0.8 -0.5 1.2
H 4.1609 0.5368 -0.9584 0.2 0.1 -1.4
H 3.7414 1.5960 0.3555 0.1 0.3 0.4
H -1.0982 -0.6932 2.1263 1.2 -1.0 -1.5
H -1.1740 -2.1430 1.0627 -1.9 -1.5 -1.1
H 0.2340 -1.9842 1.9156 -0.2 0.3 0.4
H 0.1407 -1.8846 -2.4034 -0.2 0.8 0.2
H 0.3442 -0.2665 -3.0875 -1.1 -1.3 3.0
H -2.5174 -0.3693 -1.5905 -0.4 -0.3 -0.2
```
Forces are in eV/Å.

For the HOMO-LUMO gap, the calculation gives 10.438 eV. Its total charge is +1. The value obtained for the total energy is -20027.788 eV. Its SMILES is CC1=N[C@@]23C(=O)N(C)C(=O)[N@+]2(C)[C@@]3(N)N1. Its spin multiplicity is 1. The value obtained for the strongest force on any atom is 4.9 eV/Å.

Per-atom Mulliken charges, elementary charge units: atom 1 (C): -1.20, atom 2 (C): 0.48, atom 3 (N): -0.75, atom 4 (C): 0.83, atom 5 (C): -0.09, atom 6 (O): -0.48, atom 7 (N): 0.04, atom 8 (C): -1.02, atom 9 (C): 0.64, atom 10 (O): -0.51, atom 11 (N): 0.37, atom 12 (C): -1.03, atom 13 (C): 0.06, atom 14 (N): -0.43, atom 15 (N): -0.18, atom 16 (H): 0.33, atom 17 (H): 0.30, atom 18 (H): 0.36, atom 19 (H): 0.45, atom 20 (H): 0.35, atom 21 (H): 0.36, atom 22 (H): 0.30, atom 23 (H): 0.42, atom 24 (H): 0.51, atom 25 (H): 0.25, atom 26 (H): 0.28, atom 27 (H): 0.37

---

[3]
A structure of composition C37H38ClF4N3O4P2Tl in a non-equilibrium geometry. Source: OMol25; level of theory: ωB97M-V with the def2-TZVPD basis set.

```
90
Properties=species:S:1:pos:R:3:forces:R:3
Tl -0.3364 -3.1110 0.6773 -0.1 0.0 -0.3
C 0.4900 -5.1462 -2.4958 -1.3 0.1 -1.3
C 0.0498 -3.8015 -3.1351 -0.8 -0.8 1.3
N -0.6839 -2.8867 -2.2043 1.8 -1.9 0.2
C -0.5068 -1.4882 -2.5820 -0.6 -1.1 -0.2
C 0.8727 -0.9303 -2.3863 1.1 -0.7 0.3
C -2.0811 -3.2279 -2.0297 0.6 1.4 1.3
C -2.4479 -4.5660 -1.5095 0.9 -1.7 -2.4
N -1.7527 -4.9151 -0.2787 -0.3 0.1 -1.0
C -1.7576 -6.2182 0.0013 0.0 -1.0 0.4
C -0.8141 -6.7788 0.9334 -0.7 1.6 -0.6
F 0.0308 -5.9557 1.6216 -0.1 0.1 -0.6
C -0.7208 -8.0911 1.1540 0.4 -2.4 -0.1
F 0.3902 -8.5263 1.8159 -0.5 0.0 0.3
C -1.6110 -9.0742 0.6579 -0.1 1.0 -0.1
C -2.5908 -8.5975 -0.1940 -0.1 1.6 0.2
F -3.6502 -9.3511 -0.6190 1.0 0.2 0.3
C -2.6400 -7.2154 -0.5407 1.6 -1.6 1.6
F -3.7187 -6.8579 -1.1945 -1.6 0.7 -1.1
H 1.1281 -5.6491 -3.2183 0.2 -0.1 -0.2
H -0.4073 -5.7742 -2.3897 0.6 0.0 0.5
H 1.0669 -5.0288 -1.5999 0.0 0.1 0.7
H -0.5136 -4.0475 -4.0850 0.4 0.6 0.7
H 0.9716 -3.3171 -3.3190 0.8 0.8 -0.9
H -1.2051 -0.9954 -1.9417 -0.6 0.9 0.1
H -0.8033 -1.4316 -3.6305 -0.3 0.5 -0.3
H 0.8521 -0.1197 -1.6550 0.3 -0.3 0.2
H 1.2450 -0.5073 -3.2975 0.2 0.4 -0.6
H 1.6185 -1.7398 -2.1505 -0.7 0.9 0.3
H -2.5485 -2.8895 -2.9289 -1.3 -0.2 -0.7
H -2.4399 -2.6502 -1.1843 -0.1 1.3 -0.1
H -2.4384 -5.2710 -2.4090 1.2 -0.1 1.1
H -3.4899 -4.5995 -1.4872 -2.1 0.6 1.0
H -1.5969 -10.0576 1.0727 0.1 -0.5 -0.1
C -0.0047 3.5072 1.1667 -1.0 -0.6 -1.6
N 1.0882 2.7088 0.5415 -0.6 -0.1 1.0
P 1.7185 3.1147 -0.9740 -0.6 -0.4 -1.0
C 1.5251 4.9217 -0.8580 0.8 -0.2 1.6
C 2.2764 5.4002 0.2486 0.0 -0.2 -1.2
C 2.1446 6.6876 0.6872 0.2 0.7 -0.9
C 1.2716 7.5217 -0.0097 -0.2 -0.7 -0.6
C 0.4997 7.0722 -1.0771 0.9 0.1 0.6
C 0.6556 5.7546 -1.4955 -1.1 0.1 -1.4
C 0.2941 2.7152 -2.0740 0.6 -0.1 0.8
C -0.9381 2.2737 -1.6278 -1.4 -0.3 -1.0
C -1.9987 2.1060 -2.5716 1.6 0.6 -0.3
C -1.7388 2.3791 -3.9479 -0.7 -0.5 1.0
C -0.4782 2.7607 -4.3603 -0.3 -0.5 0.2
C 0.5188 2.8665 -3.4153 0.2 1.3 -1.1
P 2.2143 1.7959 1.4717 -0.7 -1.1 -0.2
C 2.5691 3.0084 2.7693 0.8 -0.6 -0.5
C 3.7629 3.6862 2.6388 0.9 0.8 -0.5
C 4.0337 4.8079 3.4283 0.7 -1.0 -1.2
C 3.1001 5.1754 4.3472 -0.3 0.3 1.2
C 1.8928 4.4877 4.5531 1.5 0.6 -0.8
C 1.6851 3.4046 3.7221 -3.1 -0.2 1.5
C 1.2143 0.4665 2.3616 3.9 -0.4 -0.1
C -0.1070 0.3857 2.5419 -0.9 0.9 -0.6
C -0.6556 -0.6144 3.2876 -0.2 -1.4 1.2
C 0.1198 -1.5869 3.8928 -0.1 -1.0 0.1
C 1.5126 -1.5785 3.6531 -1.4 -1.7 0.7
C 2.0392 -0.6090 2.8699 -0.5 1.8 -0.3
H 0.3077 4.4885 1.3998 0.6 1.1 0.4
H -0.3794 3.0664 2.0686 -0.1 -0.5 0.2
H -0.8868 3.6486 0.4710 1.1 -0.4 0.7
H 3.0459 4.7454 0.6132 0.0 -0.1 0.4
H 2.8508 7.1653 1.3502 -0.1 -0.3 0.5
H 1.3389 8.5549 0.1710 -0.3 1.2 0.5
H -0.1141 7.7777 -1.6103 -0.2 0.0 -0.2
H 0.1207 5.3952 -2.4000 0.2 0.2 0.8
H -1.0904 2.0662 -0.5706 -0.2 -0.1 -0.4
H -2.9704 1.8335 -2.1886 -0.1 -0.2 -0.2
H -2.4973 2.2739 -4.7203 -0.2 0.0 0.4
H -0.2771 2.9480 -5.4062 0.0 0.0 0.0
H 1.4196 3.3289 -3.7807 0.7 -0.3 0.1
H 4.4568 3.4559 1.8197 -0.2 -0.3 0.4
H 4.9782 5.3452 3.2584 -0.6 -0.1 0.3
H 3.3920 5.9800 4.9796 -0.3 0.8 0.5
H 1.1885 4.8970 5.2610 -0.2 -0.4 0.1
H 0.6865 2.9006 3.7985 1.2 0.2 0.0
H -0.7555 1.0542 2.0259 -0.4 0.4 0.0
H -1.7075 -0.6402 3.4048 -1.0 0.0 0.0
H -0.3541 -2.4672 4.4307 0.6 1.4 -0.6
H 2.0622 -2.4627 4.0123 0.1 0.7 -0.2
H 3.0862 -0.6375 2.6915 0.8 0.2 -0.4
O -4.0095 1.0953 -0.2424 0.3 -1.1 0.0
Cl -3.2657 0.2943 0.7087 2.2 -0.5 1.7
O -3.9951 -0.8804 1.1949 0.1 1.5 -0.7
O -1.9514 -0.2084 0.2205 -1.4 0.1 -1.1
O -2.8556 1.1793 1.8007 -1.3 -0.2 0.0
```
Forces are in eV/Å.

For the HOMO-LUMO gap, the calculation gives 7.111 eV. Its total charge is -1. The value obtained for the total energy is -98301.892 eV. Its spin multiplicity is 1. The value obtained for the strongest force on any atom is 3.9 eV/Å.

Per-atom Mulliken charges, elementary charge units: atom 1 (Tl): 0.80, atom 2 (C): -1.11, atom 3 (C): -0.75, atom 4 (N): 0.98, atom 5 (C): -0.50, atom 6 (C): -0.59, atom 7 (C): -1.42, atom 8 (C): -0.71, atom 9 (N): -0.46, atom 10 (C): 0.04, atom 11 (C): 0.03, atom 12 (F): -0.31, atom 13 (C): 0.27, atom 14 (F): -0.32, atom 15 (C): -0.74, atom 16 (C): 0.22, atom 17 (F): -0.30, atom 18 (C): 0.64, atom 19 (F): -0.36, atom 20 (H): 0.52, atom 21 (H): 0.23, atom 22 (H): 0.14, atom 23 (H): 0.29, atom 24 (H): 0.47, atom 25 (H): 0.22, atom 26 (H): 0.24, atom 27 (H): -0.39, atom 28 (H): 0.36, atom 29 (H): 0.38, atom 30 (H): 0.58, atom 31 (H): 0.13, atom 32 (H): 0.28, atom 33 (H): 0.79, atom 34 (H): 0.44, atom 35 (C): -1.56, atom 36 (N): 0.50, atom 37 (P): -0.62, atom 38 (C): 0.18, atom 39 (C): -0.52, atom 40 (C): -0.70, atom 41 (C): -0.56, atom 42 (C): -0.96, atom 43 (C): 0.16, atom 44 (C): 1.18, atom 45 (C): 1.13, atom 46 (C): -0.54, atom 47 (C): -0.64, atom 48 (C): -0.56, atom 49 (C): -1.06, atom 50 (P): -0.45, atom 51 (C): 0.47, atom 52 (C): -0.22, atom 53 (C): -0.62, atom 54 (C): -0.35, atom 55 (C): -1.25, atom 56 (C): 0.25, atom 57 (C): 1.03, atom 58 (C): 0.93, atom 59 (C): -0.90, atom 60 (C): -0.40, atom 61 (C): -0.56, atom 62 (C): -0.95, atom 63 (H): 0.28, atom 64 (H): 0.53, atom 65 (H): 0.44, atom 66 (H): 0.79, atom 67 (H): 0.41, atom 68 (H): 0.40, atom 69 (H): 0.40, atom 70 (H): 0.33, atom 71 (H): -0.68, atom 72 (H): 0.50, atom 73 (H): 0.35, atom 74 (H): 0.45, atom 75 (H): 0.42, atom 76 (H): 0.41, atom 77 (H): 0.39, atom 78 (H): 0.38, atom 79 (H): 0.44, atom 80 (H): 0.16, atom 81 (H): -0.43, atom 82 (H): 0.43, atom 83 (H): 0.33, atom 84 (H): 0.34, atom 85 (H): 0.46, atom 86 (O): -0.72, atom 87 (Cl): 1.76, atom 88 (O): -0.71, atom 89 (O): -0.66, atom 90 (O): -0.72

---

Which value of strongest force on any atom does entry 2 give?
4.9 eV/Å